[1]
14
Properties=species:S:1:pos:R:3:forces:R:3 method="wB97M-V/def2-TZVPD" spin_multiplicity=1 homo_energy_ev=-8.61 total_energy_ha=-738.76060 relative_energy_ev=6.6418
C 2.596 -1.384 0.670 0.1 0.7 0.4
C -1.569 0.697 0.050 2.3 -3.0 0.5
C -2.522 -0.383 -0.364 -1.0 -0.3 0.1
C -0.129 0.222 -0.126 2.4 0.9 0.1
N 2.014 1.221 -0.229 1.7 -0.6 -0.1
N 0.737 1.221 -0.124 -3.6 -2.0 0.3
O -1.808 1.698 0.641 -1.0 1.3 0.1
S 3.187 -0.233 -0.245 -0.5 0.7 0.7
H 3.241 -2.234 0.939 -0.1 0.2 -0.8
H -2.347 -1.400 0.035 0.9 0.6 -0.1
H -2.426 -0.481 -1.475 -0.9 0.2 0.8
H -3.479 -0.173 0.138 -0.2 0.3 -1.2
H 0.175 -0.894 -0.068 -0.7 2.0 -0.4
H 2.329 2.123 0.159 0.8 -1.0 -0.4


[2]
88
Properties=species:S:1:pos:R:3:forces:R:3 method="wB97M-V/def2-TZVPD" spin_multiplicity=6 homo_energy_ev="-9.42 / -13.19" total_energy_ha=-2621.36348 total_charge=+2 s_squared=8.7873 relative_energy_ev=0.0000
Ir 0.909 -1.162 -0.514 0.4 0.7 3.5
C 1.609 -3.319 -0.189 1.4 -0.6 0.0
C 1.838 -2.808 -1.534 0.6 -0.1 -0.1
C 3.173 -1.621 -0.047 0.4 0.3 -1.5
C 2.495 -2.626 0.705 -0.4 -1.6 -0.2
C 2.822 -1.749 -1.431 1.2 -0.9 0.1
C 0.696 -4.469 0.069 -0.2 -0.1 0.3
H -0.059 -4.545 -0.723 0.2 -0.1 0.3
H 0.172 -4.354 1.023 0.1 0.0 -0.2
H 1.267 -5.407 0.087 -0.1 0.1 0.0
C 2.842 -2.838 2.135 0.0 0.0 0.3
H 2.167 -3.520 2.647 0.2 0.3 -0.1
H 2.814 -1.878 2.671 -0.1 -0.4 0.0
H 3.874 -3.225 2.218 -0.3 0.1 -0.1
C 4.209 -0.712 0.529 -0.2 0.1 0.1
H 5.148 -1.256 0.691 -0.1 0.0 -0.1
H 3.879 -0.334 1.502 0.1 0.0 -0.2
H 4.410 0.132 -0.130 0.0 0.0 0.1
C 3.485 -1.036 -2.567 0.0 0.0 0.1
H 4.355 -1.609 -2.921 -0.2 0.2 0.1
H 3.835 -0.055 -2.232 0.0 -0.1 -0.2
H 2.796 -0.910 -3.406 0.2 0.0 0.0
C 1.256 -3.350 -2.797 0.2 -0.1 0.0
H 1.937 -4.093 -3.226 -0.1 0.0 -0.1
H 1.110 -2.552 -3.527 0.0 -0.1 0.0
H 0.294 -3.830 -2.613 0.1 0.0 -0.1
C -0.765 -0.596 0.521 -2.7 -0.2 0.8
C -1.160 -1.701 -0.287 -1.2 -0.3 1.7
C -1.843 -1.605 -1.613 0.0 -0.3 -0.2
C -1.277 -0.486 -2.500 0.0 0.1 -0.7
C 0.179 -0.149 -2.242 0.3 1.7 -1.6
C 0.684 0.747 -1.231 -0.7 1.0 -2.3
C -0.282 1.637 -0.468 0.3 0.3 0.4
C -1.312 0.801 0.278 0.0 -0.1 0.1
H -2.930 -1.497 -1.483 0.2 0.0 0.0
H -1.906 0.413 -2.430 0.2 -0.1 0.0
H -1.702 -2.575 -2.114 -0.1 0.3 0.1
H -2.255 0.718 -0.274 0.2 0.1 0.1
H -0.642 -0.834 1.585 0.3 -0.1 -0.4
H -1.360 -2.622 0.277 0.4 0.2 -0.3
H -1.543 1.246 1.254 0.0 -0.1 -0.3
H 0.296 2.239 0.245 -0.1 -0.1 -0.1
H 1.656 1.189 -1.446 -0.1 0.1 -0.1
H -0.775 2.342 -1.155 0.2 -0.1 0.0
H -1.330 -0.833 -3.543 -0.1 0.3 0.3
H 0.819 -0.238 -3.125 -0.2 -0.2 0.3
P -1.975 5.642 -1.285 -2.1 0.9 -0.2
P 0.049 7.619 -2.439 -1.5 2.2 -0.8
C -2.679 7.285 -1.844 0.5 0.2 -0.2
C -1.585 8.352 -1.895 0.0 -0.5 0.5
H -3.472 7.572 -1.139 0.1 -0.1 -0.2
H -3.134 7.138 -2.834 0.2 0.0 0.3
H -1.844 9.165 -2.587 0.2 -0.1 0.2
H -1.418 8.785 -0.898 -0.1 -0.1 -0.2
C 1.067 9.127 -2.176 0.8 -0.6 0.6
H 2.049 8.968 -2.633 -0.1 0.2 0.1
H 1.199 9.288 -1.101 0.1 0.1 -0.2
H 0.583 10.001 -2.627 0.0 -0.3 0.0
C -0.183 7.825 -4.260 0.4 -1.0 -0.1
H -0.525 8.844 -4.484 0.1 -0.2 0.2
H -0.905 7.093 -4.638 0.2 0.2 0.0
H 0.786 7.646 -4.744 -0.3 0.0 -0.1
C -2.849 5.516 0.332 0.9 -0.3 0.4
H -2.693 4.509 0.740 -0.1 0.3 0.0
H -3.922 5.705 0.198 0.3 -0.1 -0.1
H -2.428 6.249 1.032 -0.2 -0.2 -0.1
C -3.061 4.534 -2.271 0.8 -0.5 -0.2
H -2.762 4.583 -3.325 -0.2 -0.1 0.2
H -4.110 4.837 -2.166 0.3 0.0 0.1
H -2.930 3.503 -1.916 -0.2 0.2 -0.2
C 0.004 -8.492 5.691 0.3 -0.1 -0.2
C -0.209 -7.162 5.048 -0.2 -1.2 0.9
C -1.322 -6.440 5.467 -1.2 1.7 -0.1
C -1.581 -5.172 4.960 -0.7 -2.0 1.6
C -0.686 -4.613 4.047 -0.2 1.5 -1.0
C 0.404 -5.346 3.560 1.0 -2.1 0.3
C 0.633 -6.639 4.066 0.7 1.8 -1.5
S -1.094 -2.923 3.532 0.8 0.7 0.0
O -2.241 -3.118 2.639 0.7 -0.1 0.9
O -1.334 -2.300 4.834 -0.2 -0.7 -1.1
O 0.095 -2.388 2.838 -1.0 -0.9 0.5
H 0.125 -8.384 6.779 -0.1 0.1 -0.2
H -0.878 -9.128 5.546 0.0 0.1 0.0
H 0.873 -9.017 5.300 0.0 0.0 0.0
H -1.985 -6.891 6.199 0.0 0.2 -0.1
H -2.469 -4.644 5.289 0.2 0.2 -0.1
H 1.063 -4.947 2.792 -0.3 -0.1 0.4
H 1.463 -7.251 3.704 -0.2 0.3 0.1


[3]
10
Properties=species:S:1:pos:R:3:forces:R:3 method="wB97M-V/def2-TZVPD" spin_multiplicity=1 homo_energy_ev="-9.00 / -9.00" total_energy_ha=-752.60597 relative_energy_ev=6.1276
C 0.212 0.817 0.485 0.9 -0.6 -0.6
N -0.954 -1.208 -0.430 -1.0 -2.8 -1.1
N -1.911 -0.534 0.006 0.3 -0.7 -0.6
N 0.506 -0.673 0.837 0.3 0.2 1.5
O -3.003 -0.887 0.387 -1.1 -0.4 0.3
O 1.555 -1.018 0.393 0.3 0.3 0.1
S -1.522 1.147 0.127 0.6 0.6 0.1
H 0.442 1.402 1.338 0.3 0.4 1.1
H 1.024 0.952 -0.225 -0.7 0.7 -0.9
H -1.151 -2.277 -0.369 0.0 2.3 0.0


[4]
11
Properties=species:S:1:pos:R:3:forces:R:3 method="wB97M-V/def2-TZVPD" spin_multiplicity=1 homo_energy_ev=-10.33 smiles="CC(=O)CO" total_energy_ha=-268.37545 relative_energy_ev=0.8102
C -0.424 -0.679 1.272 0.0 0.0 0.1
C 0.318 -0.348 0.014 0.2 -0.5 -0.1
O 1.290 -0.970 -0.372 -0.3 0.0 0.3
C -0.116 0.835 -0.810 0.0 0.0 0.7
O 0.628 0.876 -1.977 0.6 -0.7 0.1
H 0.230 -1.142 2.004 0.1 0.0 0.0
H -0.912 0.185 1.718 0.0 0.1 -0.1
H -1.202 -1.397 1.021 -0.1 -0.1 -0.1
H 0.109 1.643 -0.095 0.0 0.5 -0.3
H 1.278 0.129 -1.810 -0.5 0.9 -0.5
H -1.198 0.867 -0.965 0.0 -0.1 -0.2